No. 1
{"formula": "C2H8N3S", "method": "ωB97M-V/def2-TZVPD", "elements": ["S", "N", "N", "N", "C", "C", "H", "H", "H", "H", "H", "H", "H", "H"], "coordinates": [[0.317952, 1.536519, 0.121521], [-1.235933, -0.941744, -0.468987], [-2.412318, 0.844273, 0.463430], [1.404528, 0.499470, -0.506708], [2.226215, -0.385865, 0.295834], [-1.347298, 0.264966, -0.013328], [2.285726, -1.362783, -0.188031], [3.241767, -0.009393, 0.425889], [1.765766, -0.506044, 1.275073], [1.777071, 0.698880, -1.427794], [-3.321003, 0.398726, 0.536143], [-2.337586, 1.799797, 0.789421], [-0.343388, -1.251694, -0.824723], [-2.021499, -1.585104, -0.477743]], "atomic_forces_ev_per_a": [[-1.94, -2.56, -0.62], [-0.27, -0.17, 0.01], [-0.54, -0.12, 0.10], [0.22, 0.37, -0.37], [0.29, -0.34, 0.37], [2.20, 2.67, 0.53], [0.03, 0.01, 0.06], [-0.06, 0.06, 0.02], [0.05, -0.01, -0.01], [-0.31, 0.14, 0.08], [0.13, 0.07, -0.02], [-0.14, -0.18, -0.03], [0.13, 0.04, -0.03], [0.23, 0.03, -0.10]], "charge": 1, "homo_ev": -13.8, "multiplicity": 1, "lumo_energy_ev": -3.688}

---

No. 2
{"formula": "C2H8N4O", "method": "ωB97M-V/def2-TZVPD", "elements": ["O", "N", "N", "N", "N", "C", "C", "H", "H", "H", "H", "H", "H", "H", "H"], "coordinates": [[-1.028897, -0.482718, 1.661015], [-1.230440, -1.064502, -0.948223], [0.239084, 1.471023, 1.204062], [-0.919494, 0.623754, 0.764146], [1.495790, -1.219730, -0.803827], [-0.566019, 0.175820, -0.598784], [0.976289, -0.035180, -0.583891], [-1.935980, -0.343035, 1.987284], [1.656368, 0.830890, -0.632456], [-0.807815, 0.967118, -1.315613], [2.508598, -1.146072, -0.941135], [0.397089, 2.355915, 0.725318], [0.983720, 1.000284, 1.714348], [-0.832974, -1.790116, -0.349129], [-0.935318, -1.343450, -1.883117]], "atomic_forces_ev_per_a": [[0.07, 0.96, -0.53], [-0.16, 0.22, 0.10], [-1.69, -0.61, 1.19], [0.84, 1.82, 0.13], [-1.27, 2.20, 0.52], [1.76, -2.05, 0.67], [1.81, -2.03, -2.44], [0.54, -0.18, -0.06], [-0.50, -0.23, 0.10], [-0.04, 0.01, 0.27], [-0.25, 0.06, 0.32], [-0.37, -0.78, 0.25], [-0.37, 0.14, -0.59], [-0.21, 0.21, -0.08], [-0.15, 0.25, 0.14]], "homo_ev": -8.5, "multiplicity": 1, "lumo_energy_ev": 0.814, "smiles": "[H]/N=C/[C@@H](N)N(N)O"}

---

No. 3
{"formula": "C2H8N4O", "method": "ωB97M-V/def2-TZVPD", "elements": ["O", "N", "N", "N", "N", "C", "C", "H", "H", "H", "H", "H", "H", "H", "H"], "coordinates": [[3.402317, 0.874440, -0.306014], [-0.729983, -0.687487, 0.334037], [-2.419447, 0.917446, -0.065232], [-0.991166, 0.499125, -0.150177], [1.459403, -0.157178, -0.013916], [0.544273, -1.120901, 0.446443], [2.774088, -0.195759, -0.117581], [3.284528, -1.219287, -0.206982], [-2.261209, 1.939392, -0.281416], [-2.982329, 0.333144, -0.834186], [-2.906514, 0.909595, 0.895936], [0.831445, -2.120209, 0.829295], [0.805724, 0.755099, -0.075148], [4.322505, 0.849609, -0.711491], [-1.549582, -1.317579, 0.302745]], "atomic_forces_ev_per_a": [[1.13, 1.26, -0.73], [0.89, -2.17, -0.05], [0.23, -1.04, -0.46], [-0.17, 2.00, -0.36], [-2.35, 1.77, 1.23], [-1.35, 0.01, -0.51], [-0.06, -2.66, -0.90], [-0.69, 1.46, 0.48], [-0.91, -1.17, -0.33], [0.92, 2.10, 1.89], [0.83, -0.34, -1.39], [-0.51, 0.78, -0.46], [2.13, -1.13, -0.21], [-1.08, -0.32, 0.82], [0.99, -0.55, 0.97]], "charge": 2, "homo_ev": [-17.4, -17.4], "multiplicity": 1, "lumo_energy_ev": [-9.083, -9.084]}

---

No. 4
{"formula": "C2H8N4O2", "method": "ωB97M-V/def2-TZVPD", "elements": ["O", "O", "N", "N", "N", "N", "C", "C", "H", "H", "H", "H", "H", "H", "H", "H"], "coordinates": [[0.220461, 2.019828, -1.238399], [-1.603111, 1.431132, -0.004726], [0.592134, 0.853534, -0.270874], [-0.917588, -2.322304, 0.585940], [0.178445, -1.495610, 0.065360], [-1.550448, 0.013436, -0.103071], [-0.234742, -0.270785, -0.163196], [2.008560, 0.640876, -0.175791], [-1.227718, 1.659151, 0.916820], [-0.210389, -2.746938, 1.610094], [2.062885, -0.351347, 0.449727], [-2.339208, -0.331785, 0.329222], [-0.762284, 1.983889, -0.848385], [2.423926, 0.452637, -1.369708], [2.265752, 1.753990, 0.515031], [-0.906675, -3.289704, -0.298044]], "atomic_forces_ev_per_a": [[0.19, -2.91, 1.95], [-3.02, 0.20, 3.50], [-0.41, 0.34, -1.25], [3.51, -4.25, 0.27], [0.23, 1.73, -0.63], [0.70, 4.20, -1.90], [1.00, -2.71, 0.59], [0.33, 1.21, -0.19], [-0.70, -0.35, -1.88], [-3.21, 0.80, -4.10], [0.55, 2.12, -1.18], [-1.09, -1.81, 1.17], [1.87, 0.78, -1.47], [-0.48, 0.89, 3.75], [0.46, -3.66, -2.55], [0.08, 3.42, 3.92]], "homo_ev": -8.5, "multiplicity": 1, "lumo_energy_ev": 0.463}

---

No. 5
{"formula": "C2H8N4O2", "method": "ωB97M-V/def2-TZVPD", "elements": ["O", "O", "N", "N", "N", "N", "C", "C", "H", "H", "H", "H", "H", "H", "H", "H"], "coordinates": [[-0.006550, 2.414981, -0.612954], [-1.370102, -0.202439, -0.645725], [0.209125, 1.523364, 0.579315], [2.126844, 0.351241, 0.115863], [2.574016, -0.899019, -0.283079], [-0.032099, -0.645972, -0.475751], [0.841958, 0.301255, 0.182232], [-2.362835, -0.701219, 0.326215], [3.519783, -1.086070, 0.142242], [-2.692400, -1.778647, 0.021036], [0.807117, 2.091053, 1.129188], [-0.958638, 2.192768, -1.023610], [0.382109, -0.917410, -1.329072], [2.005889, -1.810259, -0.025786], [-3.232917, 0.094951, 0.401318], [-1.811302, -0.928580, 1.498562]], "atomic_forces_ev_per_a": [[-2.38, -1.55, -0.39], [-0.26, 0.20, 0.47], [-1.73, -0.41, -1.64], [-1.96, -2.56, 1.12], [2.08, -3.31, 0.43], [-0.05, 0.45, 3.08], [-1.00, 3.62, -1.60], [1.34, -1.48, 2.43], [-1.31, 0.57, -0.86], [0.23, 2.13, 0.31], [0.83, 0.31, 0.38], [3.02, 0.30, 1.87], [0.01, -0.38, -1.40], [0.82, 2.73, -0.37], [2.02, -1.80, -0.27], [-1.66, 1.18, -3.57]], "homo_ev": -8.5, "multiplicity": 1, "lumo_energy_ev": 0.846, "smiles": "CON/C(=N\\N)NO"}

---

No. 6
{"formula": "C2H8N4O2", "method": "ωB97M-V/def2-TZVPD", "elements": ["O", "O", "N", "N", "N", "N", "C", "C", "H", "H", "H", "H", "H", "H", "H", "H"], "coordinates": [[-0.586479, -0.283585, -1.463920], [1.574381, 2.561634, 0.282608], [1.182895, 0.083411, 1.408886], [0.872807, -1.208631, 1.944757], [-0.322649, -0.518800, -0.069178], [0.631754, 1.534637, -0.280591], [-1.900318, -0.380942, -1.667238], [0.582078, 0.365344, 0.355948], [-2.344889, -1.348329, -2.737147], [0.032023, -1.582651, -0.107691], [0.876966, 1.763085, -1.303143], [1.825645, -1.516727, 2.388651], [0.063049, -1.018637, 2.647493], [-2.183526, -1.200510, -0.574467], [2.000422, 2.004624, 0.966603], [-2.304160, 0.746077, -1.791573]], "atomic_forces_ev_per_a": [[2.28, 0.04, -0.16], [-1.12, -2.26, 0.39], [2.51, 0.88, 2.27], [0.64, 0.01, 1.66], [-1.04, -4.69, -3.41], [2.05, 5.29, -2.55], [-4.38, -3.33, 0.36], [0.42, -0.95, 0.00], [1.63, 3.28, 2.85], [-0.63, 3.18, 0.99], [-1.16, -1.90, 2.07], [-2.95, 0.80, -0.39], [2.30, -0.87, -1.08], [-0.59, 3.07, -3.38], [0.15, 0.41, 0.10], [-0.11, -2.98, 0.29]], "homo_ev": -8.7, "multiplicity": 1, "lumo_energy_ev": 0.750}

---

No. 7
{"formula": "C2H8N5O", "method": "ωB97M-V/def2-TZVPD", "elements": ["O", "N", "N", "N", "N", "N", "C", "C", "H", "H", "H", "H", "H", "H", "H", "H"], "coordinates": [[-0.003331, -1.041688, -1.996128], [-1.579377, -0.069795, 0.067516], [0.983528, -1.500207, 0.354546], [-1.101662, 0.911528, -0.512131], [-1.484986, 2.202272, -0.371818], [1.403898, -1.813428, 1.518099], [1.525410, -0.440694, -0.289867], [0.891847, -0.280632, -1.506906], [0.726609, 0.696893, -2.020506], [2.226115, 0.245573, 0.320769], [-0.288063, -1.781533, -1.338521], [-1.327570, 2.925722, -1.063931], [-2.405271, 0.173819, 0.707243], [2.199752, -1.368258, 1.997895], [-2.312187, 2.458720, 0.126705], [0.943327, -2.584346, 1.994212]], "atomic_forces_ev_per_a": [[-0.68, -2.72, 0.96], [-1.23, 1.36, 0.97], [1.40, 0.74, -0.23], [0.11, 1.22, -0.85], [-0.44, -0.48, 0.63], [0.04, -0.10, 0.39], [0.58, -1.18, 2.84], [-1.90, 2.97, -0.67], [1.77, -0.73, 0.11], [-1.10, -0.89, -1.78], [0.80, 1.30, -1.21], [0.89, -0.97, -0.43], [0.93, -0.19, -0.79], [-0.49, 0.00, -0.44], [-0.76, -0.51, 0.77], [0.09, 0.19, -0.26]], "charge": 1, "homo_ev": -13.7, "multiplicity": 1, "lumo_energy_ev": -5.071}

---

No. 8
{"formula": "C2H8N6", "method": "ωB97M-V/def2-TZVPD", "elements": ["N", "N", "N", "N", "N", "N", "C", "C", "H", "H", "H", "H", "H", "H", "H", "H"], "coordinates": [[-0.023014, 0.154859, -0.101806], [-3.436083, -0.648881, 0.020349], [2.303303, 0.277097, -0.080518], [3.404478, -0.676577, 0.100616], [-0.060490, 1.562266, 0.171241], [-2.237331, 0.192226, -0.019328], [-1.188034, -0.502358, 0.015733], [1.212177, -0.397279, -0.095073], [-4.066370, -0.215624, -0.721680], [-0.857642, 1.899194, -0.434985], [-3.781418, -0.375456, 0.961830], [1.219998, -1.467107, 0.010121], [-1.188845, -1.547162, 0.052084], [3.981532, -0.259595, 0.910509], [4.016793, -0.572588, -0.789566], [0.875050, 1.909229, -0.146156]], "atomic_forces_ev_per_a": [[1.72, 1.77, 0.47], [-0.24, 1.28, -0.01], [-0.40, -0.70, 0.11], [1.94, 1.33, -0.53], [-0.32, 0.24, -1.47], [-1.23, -0.06, -0.36], [-0.57, 0.86, -0.50], [0.57, -0.31, 0.61], [0.86, -0.65, 1.65], [1.32, -0.10, 0.86], [-0.52, -0.40, -1.10], [0.04, -0.53, -0.15], [0.19, -1.64, 0.02], [-1.01, -0.78, -1.86], [-1.14, -0.08, 2.11], [-1.20, -0.23, 0.15]], "homo_ev": -8.4, "multiplicity": 1, "lumo_energy_ev": 1.144, "smiles": "N/N=C/N(N)/C=N/N"}

---

No. 9
{"formula": "C2H8N6O2", "method": "ωB97M-V/def2-TZVPD", "elements": ["O", "O", "N", "N", "N", "N", "N", "N", "C", "C", "H", "H", "H", "H", "H", "H", "H", "H"], "coordinates": [[1.476192, -1.283426, -1.434450], [-0.075060, -2.903710, -1.713107], [1.934552, 0.800310, -0.141250], [-0.500478, 0.057284, 0.193916], [-0.214472, 0.672417, 1.314602], [-1.381787, 0.635316, -0.703577], [-1.079684, 1.672753, 1.719784], [1.629119, 1.548803, 0.753670], [0.429908, -1.969120, -1.130305], [-0.278402, -1.472382, 0.151722], [-2.225187, 0.116509, -0.625402], [-0.620015, 2.269099, 2.353298], [1.595783, -0.328694, -1.049633], [-1.627550, 1.984238, 0.918297], [3.020234, 0.928341, -0.397557], [-1.309644, -1.860664, 0.395353], [-0.974655, 0.723213, -1.646052], [0.201145, -1.590287, 1.040691]], "atomic_forces_ev_per_a": [[1.19, -0.19, -1.78], [1.06, 0.39, -0.06], [2.60, 1.87, 0.52], [0.46, -1.38, -0.21], [0.86, 0.51, 0.45], [0.68, 0.67, -0.08], [-0.18, -2.51, -2.01], [-0.66, -0.78, -0.19], [-2.41, -0.06, 1.32], [-3.11, 2.60, -0.84], [-0.98, -0.31, -0.79], [0.37, 0.94, 0.45], [-0.89, -0.98, 0.77], [0.30, 0.84, 0.39], [-1.89, -0.19, 0.25], [0.99, -0.25, -1.10], [-0.52, -0.36, 0.70], [2.13, -0.81, 2.23]], "homo_ev": [-7.7, -7.2], "multiplicity": 1, "lumo_energy_ev": [0.525, 0.369]}

---

No. 10
{"formula": "C2H8NO", "method": "ωB97M-V/def2-TZVPD", "elements": ["O", "N", "C", "C", "H", "H", "H", "H", "H", "H", "H", "H"], "coordinates": [[-0.265064, 0.042631, 2.121316], [-0.787480, -0.830750, -0.532716], [-0.104788, 0.232825, -1.262775], [1.240413, 0.502196, -0.552208], [-1.792341, -0.729700, -0.494127], [-1.214296, 0.360599, 2.258202], [1.294479, 1.281287, 0.254534], [1.618072, -0.496243, -0.200963], [-0.811062, 1.004499, -1.290887], [0.048140, -0.051613, -2.259927], [-0.519322, -1.072435, 0.536453], [2.195453, 0.767675, -1.154910]], "atomic_forces_ev_per_a": [[-1.83, 0.37, 0.39], [0.11, -2.57, 1.87], [0.73, -0.88, 2.67], [2.53, 0.22, -0.20], [0.10, 0.33, -0.16], [1.83, -0.63, -0.22], [-0.77, -1.26, -0.42], [-0.75, 0.92, 0.41], [-0.47, 2.12, -0.01], [0.49, -0.64, -1.63], [-0.16, 2.02, -2.48], [-1.81, 0.00, -0.23]], "charge": -1, "homo_ev": -2.4, "multiplicity": 1, "lumo_energy_ev": 4.540}

---

Taking the records one at a time from the top gives ΔE to the lowest compared entry with this formula, charge and spin values of 0.00; 115.75; 58.90; 270.44; 193.47; 249.86; 98.58; 76.05; 49.10; 30.69 kcal per mole.